Molecular formula: C42H61BCrN8S3Se
Method: DFT, ωB97M-V/def2-TZVPD

Gap between HOMO and LUMO (alpha / beta) ... 7.1 / 6.1 eV
2S+1 ... 5
Relative energy (zero: lowest compared OMol25 entry of this formula, charge and spin) ... 5.38 kcal/mol
Charge ... +2
HOMO energy (alpha / beta) ... -0.4846 / -0.4867 hartree
LUMO (alpha / beta) ... -6.1 / -7.2 eV
Max |F| ... 0.818 eV/Å

```
117
C42H61BCrN8S3Se, DFT ωB97M-V/def2-TZVPD
Cr -0.41 1.86 1.71
C 2.24 4.70 -1.73
C 2.41 3.23 -1.56
C 3.19 2.48 -2.38
C 3.36 1.10 -2.14
N 2.69 0.48 -1.19
N 1.88 1.21 -0.40
B 1.24 0.47 0.80
N 0.49 -0.85 0.59
N 0.82 -1.56 -0.50
C 0.36 -2.77 -0.62
C -0.41 -3.37 0.42
C -0.81 -2.64 1.49
C -1.67 -3.19 2.57
C -0.41 -1.27 1.51
S -1.07 -0.21 2.65
C 0.73 -3.53 -1.87
C 0.55 -2.61 -3.08
C 2.19 -3.98 -1.71
C -0.14 -4.77 -2.07
N 2.12 0.43 2.06
N 2.96 -0.60 1.78
C 3.89 -0.91 2.63
C 4.07 -0.13 3.80
C 3.20 0.87 4.13
C 3.32 1.66 5.39
C 2.11 1.12 3.22
S 0.89 2.21 3.67
C 4.76 -2.12 2.34
C 4.17 -2.92 1.18
C 4.82 -3.01 3.58
C 6.16 -1.62 1.98
C 1.76 2.55 -0.50
S 0.95 3.47 0.69
C 4.36 0.27 -2.95
C 3.62 -0.87 -3.64
C 5.07 1.11 -4.00
C 5.40 -0.28 -1.97
H 2.76 5.05 -2.62
H 2.63 5.24 -0.86
H 1.18 4.96 -1.82
H 3.70 2.95 -3.21
H -0.69 -4.41 0.34
H -1.94 -4.22 2.36
H -2.58 -2.60 2.69
H -1.15 -3.15 3.53
H 0.98 -1.62 -2.90
H -0.50 -2.48 -3.32
H 1.04 -3.04 -3.94
H 2.85 -3.14 -1.52
H 2.52 -4.49 -2.62
H 2.29 -4.68 -0.88
H -1.21 -4.53 -2.04
H 0.07 -5.55 -1.34
H 0.07 -5.19 -3.05
H 4.89 -0.36 4.47
H 4.23 1.40 5.91
H 2.47 1.46 6.04
H 3.32 2.72 5.17
H 3.18 -3.31 1.44
H 4.82 -3.77 0.98
H 4.07 -2.33 0.28
H 3.82 -3.35 3.87
H 5.27 -2.51 4.44
H 5.42 -3.89 3.37
H 6.14 -0.96 1.12
H 6.81 -2.46 1.75
H 6.62 -1.08 2.81
H 2.87 -0.49 -4.33
H 3.12 -1.49 -2.91
H 4.32 -1.48 -4.19
H 4.38 1.52 -4.74
H 5.78 0.48 -4.54
H 5.63 1.93 -3.56
H 4.93 -0.85 -1.18
H 5.98 0.53 -1.52
H 6.10 -0.93 -2.50
C -4.62 5.09 -1.15
C -5.50 4.64 0.01
C -4.74 4.51 1.33
C -3.67 3.43 1.31
N -4.15 2.08 0.98
C -3.41 1.19 0.31
Se -1.71 1.51 -0.45
N -4.09 0.05 0.17
C -3.66 -1.14 -0.55
C -4.36 -1.31 -1.90
C -4.08 -0.20 -2.91
C -4.99 1.01 -2.78
C -5.31 0.18 0.80
C -6.35 -0.73 0.94
C -7.45 -0.30 1.64
C -7.51 0.99 2.18
C -6.48 1.89 2.04
C -5.36 1.47 1.33
H -5.20 5.26 -2.04
H -3.86 4.34 -1.40
H -4.10 6.02 -0.91
H -5.96 3.68 -0.24
H -6.32 5.34 0.14
H -5.43 4.39 2.17
H -4.20 5.44 1.53
H -3.14 3.38 2.27
H -2.95 3.67 0.53
H -3.86 -1.99 0.11
H -2.58 -1.06 -0.68
H -5.44 -1.41 -1.75
H -4.02 -2.28 -2.29
H -4.21 -0.62 -3.91
H -3.03 0.10 -2.85
H -6.04 0.71 -2.78
H -4.85 1.69 -3.62
H -4.81 1.58 -1.87
H -6.30 -1.73 0.52
H -8.29 -0.97 1.78
H -8.39 1.29 2.72
H -6.57 2.87 2.47
```

Atomic partial charges in e from the Löwdin method, atoms 1 to 99: -0.039 -0.046 -0.231 0.096 -0.165 0.200 0.034 -0.539 0.006 0.207 -0.184 0.089 -0.242 -0.044 -0.578 0.803 -0.534 -0.035 -0.025 -0.048 0.027 0.198 -0.180 0.088 -0.223 -0.050 -0.576 0.739 -0.542 -0.055 -0.029 -0.017 -0.567 0.766 -0.538 -0.034 -0.053 -0.029 0.094 0.092 0.093 0.124 0.128 0.095 0.077 0.099 0.055 0.089 0.098 0.057 0.100 0.093 0.091 0.087 0.100 0.133 0.094 0.094 0.090 0.084 0.101 0.052 0.095 0.081 0.098 0.081 0.099 0.090 0.099 0.041 0.101 0.094 0.099 0.093 0.054 0.095 0.098 -0.091 -0.241 -0.179 -0.143 0.015 -0.593 0.839 -0.005 -0.145 -0.168 -0.241 -0.085 -0.139 0.012 -0.047 -0.045 0.016 -0.118 0.081 0.059 0.082 0.099

***

Molecular formula: C39H61N6O7S3
Method: DFT, ωB97M-V/def2-TZVPD

Gap between HOMO and LUMO ... 5.1 eV
Charge ... -1
HOMO energy ... -0.1217 hartree
LUMO ... 1.8 eV
Max |F| ... 3.870 eV/Å

```
116
C39H61N6O7S3, DFT ωB97M-V/def2-TZVPD
C 1.31 2.03 0.04
C 0.06 1.30 -0.43
C 0.46 -0.01 -1.03
O -1.05 1.33 0.42
H 1.60 1.59 1.00
H 1.07 3.07 0.25
H 2.17 1.90 -0.62
H -0.23 1.75 -1.38
H 0.94 -0.67 -0.30
H 1.03 0.12 -1.95
H -0.44 -0.53 -1.36
C -1.43 7.33 3.65
C -1.84 8.32 4.80
C -1.64 7.51 6.08
S 0.03 6.82 5.90
O 0.07 5.50 6.64
O 1.08 7.83 6.03
C -0.18 6.51 4.10
H -1.32 7.74 2.65
H -2.23 6.60 3.54
H -2.89 8.55 4.63
H -1.17 9.17 4.87
H -2.36 6.71 6.22
H -1.70 8.06 7.02
H -0.51 5.47 4.11
H 0.82 6.56 3.67
C 1.01 -2.80 -9.47
C 0.98 -3.34 -8.05
C -0.02 -2.42 -7.31
S -1.37 -2.21 -8.52
O -2.10 -1.00 -8.26
O -2.01 -3.49 -8.75
C -0.18 -1.91 -9.83
H 1.07 -3.57 -10.23
H 1.88 -2.18 -9.70
H 1.95 -3.43 -7.56
H 0.52 -4.33 -8.09
H 0.31 -1.45 -6.95
H -0.42 -2.86 -6.40
H -0.02 -0.86 -9.61
H -0.63 -2.02 -10.82
C 8.20 -2.62 -1.93
C 7.46 -1.20 -2.13
C 6.01 -1.60 -2.36
S 6.08 -2.89 -3.69
O 6.26 -2.27 -5.00
O 5.04 -3.80 -3.37
C 7.81 -3.45 -3.17
H 7.87 -3.04 -0.99
H 9.28 -2.56 -1.79
H 7.84 -0.66 -3.00
H 7.54 -0.59 -1.23
H 5.28 -0.91 -2.78
H 5.66 -2.11 -1.46
H 8.34 -3.08 -4.05
H 7.82 -4.54 -3.20
N -5.92 1.96 3.29
C -6.00 2.61 4.52
C -7.31 2.61 4.87
C -8.09 1.95 3.94
C -7.19 1.52 2.94
H -5.06 1.82 2.77
H -5.17 3.15 4.94
H -7.72 3.04 5.77
H -9.16 1.82 3.97
H -7.28 0.91 2.06
N -0.51 -1.45 4.41
C -0.89 -2.77 4.40
C -0.30 -3.36 5.59
C 0.53 -2.38 6.21
C 0.25 -1.15 5.56
H -0.61 -0.74 3.70
H -1.42 -3.23 3.58
H -0.46 -4.38 5.91
H 1.20 -2.59 7.03
H 0.71 -0.17 5.63
N -3.81 5.89 -0.99
C -3.18 6.80 -1.84
C -3.94 7.97 -1.94
C -4.94 7.83 -1.04
C -4.89 6.59 -0.40
H -3.52 4.97 -0.69
H -2.25 6.61 -2.35
H -3.80 8.84 -2.56
H -5.52 8.73 -0.88
H -5.55 6.23 0.37
N 1.70 -6.97 -1.14
C 1.60 -8.35 -1.02
C 0.88 -8.60 0.11
C 0.63 -7.41 0.81
C 1.08 -6.43 -0.02
H 2.11 -6.49 -1.93
H 2.06 -8.95 -1.79
H 0.69 -9.61 0.45
H 0.22 -7.33 1.80
H 1.03 -5.36 0.11
N 5.02 -1.99 3.93
C 5.56 -0.67 3.78
C 6.86 -0.80 3.72
C 7.17 -2.20 3.71
C 6.04 -2.89 3.73
H 4.06 -2.13 4.20
H 4.87 0.16 3.79
H 7.59 -0.02 3.54
H 8.11 -2.72 3.60
H 5.83 -3.95 3.62
N -5.14 -1.77 -0.92
C -5.61 -1.89 -2.23
C -6.69 -2.76 -2.21
C -6.83 -3.17 -0.87
C -5.94 -2.51 -0.06
H -4.37 -1.16 -0.68
H -5.06 -1.45 -3.04
H -7.35 -3.19 -2.95
H -7.59 -3.91 -0.65
H -5.78 -2.48 1.01
```

Atomic partial charges in e from the Löwdin method, atoms 1 to 99: -0.114 -0.744 -0.141 -0.389 0.053 0.054 0.051 0.084 0.058 0.057 0.055 -0.195 -0.204 -0.252 0.733 -0.378 -0.347 -0.201 0.110 0.106 0.112 0.110 0.106 0.102 0.094 0.102 -0.232 -0.202 -0.214 0.665 -0.329 -0.320 -0.234 0.110 0.110 0.117 0.109 0.108 0.105 0.096 0.110 -0.187 -0.196 -0.228 0.682 -0.349 -0.332 -0.202 0.104 0.102 0.108 0.109 0.106 0.105 0.082 0.093 0.014 -0.140 -0.169 -0.113 -0.117 0.147 0.103 0.090 0.087 0.098 -0.004 -0.113 -0.124 -0.131 -0.118 0.143 0.096 0.072 0.076 0.094 0.035 -0.127 -0.147 -0.175 -0.111 0.146 0.099 0.093 0.090 0.094 0.016 -0.147 -0.152 -0.108 -0.144 0.144 0.101 0.089 0.095 0.107 0.018 -0.125 -0.137

***

Molecular formula: C3H9NO2
Method: DFT, ωB97M-V/def2-TZVPD

Gap between HOMO and LUMO ... 9.9 eV
SMILES ... NC[C@@H](O)CO
Relative energy (zero: lowest compared OMol25 entry of this formula, charge and spin) ... 35.36 kcal/mol
HOMO energy ... -0.3341 hartree
LUMO ... 0.8 eV
Max |F| ... 1.432 eV/Å

```
15
C3H9NO2, DFT ωB97M-V/def2-TZVPD
C 0.82 -0.74 -0.11
C 0.01 0.46 0.34
C -1.49 0.12 0.46
H 2.84 -1.08 -0.43
H 2.29 0.47 -0.72
H 0.67 -1.61 0.56
H 0.51 -1.03 -1.14
H 0.34 0.77 1.32
H -0.01 2.30 -0.11
H -1.58 -0.51 1.35
H -2.08 1.03 0.56
H -2.87 -0.80 -0.66
N 2.23 -0.32 -0.08
O 0.26 1.51 -0.60
O -1.94 -0.57 -0.73
```

The net atomic charges from Löwdin, expressed in e, are: -0.244 -0.385 -0.192 0.077 0.058 0.125 0.123 0.140 0.103 0.118 0.116 0.074 -0.015 -0.035 -0.062

***

Molecular formula: C10H11NO2
Method: DFT, ωB97M-V/def2-TZVPD

Gap between HOMO and LUMO ... 4.0 eV
Relative energy (zero: lowest compared OMol25 entry of this formula, charge and spin) ... 96.97 kcal/mol
HOMO energy ... -0.2423 hartree
LUMO ... -2.6 eV
Max |F| ... 11.300 eV/Å

```
24
C10H11NO2, DFT ωB97M-V/def2-TZVPD
O -1.02 3.19 -1.52
C -2.13 3.03 -1.31
N -3.33 2.86 -1.09
C 1.80 1.91 -2.87
O 1.73 1.21 -1.65
C 0.60 0.48 -1.55
C 0.27 -0.23 -0.39
C -0.91 -1.00 -0.27
C -1.19 -1.68 0.88
C -0.32 -1.63 1.98
C -0.63 -2.37 3.23
C 0.84 -0.86 1.88
C 1.13 -0.18 0.72
H 2.66 2.58 -2.84
H 1.92 1.19 -3.69
H 0.89 2.49 -3.01
H -0.07 0.46 -2.39
H -1.60 -1.05 -1.11
H -2.08 -2.28 0.95
H 0.13 -2.19 4.00
H -1.59 -2.07 3.65
H -0.66 -3.45 3.05
H 1.53 -0.82 2.70
H 2.04 0.40 0.64
```

The net atomic charges from Löwdin, expressed in e, are: -0.029 -0.761 -0.034 -0.047 -0.032 0.056 -0.172 0.033 -0.008 -0.228 -0.030 -0.010 0.030 0.108 0.104 0.091 0.157 0.129 0.124 0.083 0.097 0.095 0.118 0.127

***

Molecular formula: C32H73N3O28S7
Method: DFT, ωB97M-V/def2-TZVPD

Gap between HOMO and LUMO ... 8.4 eV
Relative energy (zero: lowest compared OMol25 entry of this formula, charge and spin) ... 18.22 kcal/mol
HOMO energy ... -0.3110 hartree
LUMO ... 0.0 eV
Max |F| ... 2.097 eV/Å

```
143
C32H73N3O28S7, DFT ωB97M-V/def2-TZVPD
C 0.72 -1.83 -1.29
C 0.98 -0.38 -0.84
N 0.07 0.21 0.10
C -1.32 0.16 -0.33
C -1.50 0.90 -1.66
C 0.19 -0.26 1.48
C 1.47 0.28 2.12
H -0.33 -1.91 -1.58
H 0.95 -2.55 -0.50
H 1.34 -2.06 -2.16
H 2.00 -0.34 -0.44
H 1.07 0.23 -1.74
H -1.78 -0.83 -0.36
H -1.86 0.79 0.38
H -0.94 1.84 -1.64
H -1.14 0.38 -2.55
H -2.53 1.24 -1.73
H 0.21 -1.35 1.57
H -0.66 0.09 2.06
H 2.33 -0.16 1.60
H 1.56 0.01 3.16
H 1.54 1.36 1.96
C 0.79 -3.74 6.02
C 0.47 -4.39 4.68
N 1.65 -5.12 4.18
C 1.63 -5.22 2.72
C 1.62 -3.87 2.00
C 1.68 -6.48 4.77
C 2.98 -7.21 4.45
H 0.08 -3.01 6.40
H 1.69 -3.13 6.00
H 0.91 -4.50 6.80
H -0.39 -5.07 4.84
H 0.21 -3.67 3.92
H 2.54 -5.74 2.42
H 0.75 -5.82 2.41
H 2.23 -3.13 2.51
H 2.07 -4.05 1.02
H 0.61 -3.48 1.84
H 0.80 -7.04 4.44
H 1.71 -6.27 5.84
H 3.01 -8.12 5.06
H 3.86 -6.65 4.72
H 3.00 -7.57 3.42
C -0.84 -2.34 -4.62
C -2.25 -2.74 -5.05
N -2.85 -1.86 -6.05
C -2.74 -0.44 -5.72
C -3.58 0.05 -4.54
C -4.23 -2.22 -6.32
C -4.37 -3.57 -7.00
H -0.43 -3.17 -4.05
H -0.82 -1.44 -4.00
H -0.23 -2.07 -5.48
H -2.10 -3.70 -5.56
H -2.92 -2.94 -4.20
H -1.68 -0.24 -5.54
H -3.06 0.16 -6.58
H -4.65 0.16 -4.75
H -3.49 -0.59 -3.65
H -3.24 1.04 -4.24
H -4.69 -1.44 -6.93
H -4.82 -2.24 -5.38
H -3.99 -4.37 -6.36
H -3.89 -3.58 -7.97
H -5.41 -3.90 -7.14
C -0.87 3.16 -4.52
C -1.03 2.95 -6.01
O -1.58 4.20 -6.43
S -2.76 4.55 -5.42
O -3.91 3.79 -5.74
O -2.83 5.95 -5.29
O -2.04 3.92 -4.14
H 0.02 3.74 -4.24
H -0.90 2.26 -3.90
H -1.74 2.13 -6.17
H -0.15 2.70 -6.59
C 4.40 2.38 -3.86
C 3.92 2.18 -5.28
O 3.72 0.76 -5.38
S 3.24 0.15 -3.99
O 3.95 -1.01 -3.67
O 1.83 0.13 -4.00
O 3.74 1.37 -3.09
H 4.19 3.36 -3.44
H 5.48 2.21 -3.78
H 4.67 2.46 -6.01
H 2.96 2.67 -5.46
C -2.96 2.27 2.60
C -3.14 2.95 1.21
O -4.03 4.04 1.44
S -3.81 4.57 2.92
O -5.02 5.09 3.40
O -2.62 5.32 3.02
O -3.58 3.12 3.53
H -1.89 2.11 2.79
H -3.36 1.26 2.60
H -3.60 2.30 0.48
H -2.18 3.30 0.83
C 0.78 2.20 6.15
C -0.13 2.32 4.91
O -1.14 1.33 5.12
S -0.54 0.08 5.90
O 0.26 -0.71 5.04
O -1.51 -0.53 6.71
O 0.42 1.00 6.79
H 0.62 3.04 6.83
H 1.82 2.20 5.82
H 0.37 2.20 3.95
H -0.68 3.26 4.92
C 2.17 3.05 -0.59
C 1.04 3.55 0.30
O 0.61 4.77 -0.30
S 1.92 5.54 -0.77
O 2.58 6.10 0.36
O 1.61 6.35 -1.88
O 2.70 4.25 -1.24
H 1.76 2.43 -1.38
H 3.04 2.60 -0.13
H 1.44 3.78 1.30
H 0.26 2.80 0.43
C -2.39 -4.85 1.50
C -2.16 -3.81 0.44
O -2.60 -2.58 1.04
S -2.78 -2.70 2.63
O -4.15 -2.82 2.95
O -2.01 -1.72 3.29
O -2.07 -4.13 2.70
H -1.73 -5.71 1.45
H -3.44 -5.14 1.58
H -2.64 -3.98 -0.52
H -1.10 -3.66 0.25
C 4.76 4.98 4.36
C 4.37 5.06 2.87
O 4.70 3.76 2.35
S 4.40 2.67 3.47
O 5.23 1.56 3.29
O 2.99 2.56 3.58
O 4.91 3.59 4.67
H 4.03 5.43 5.03
H 5.75 5.41 4.49
H 5.07 5.70 2.34
H 3.36 5.39 2.65
```

Atomic partial charges in e from the Löwdin method, atoms 1 to 99: -0.048 -0.247 -0.167 -0.232 -0.075 -0.222 -0.069 0.058 0.049 0.071 0.113 0.072 0.102 0.088 0.071 0.054 0.078 0.098 0.093 0.074 0.061 0.040 -0.084 -0.249 -0.184 -0.252 -0.085 -0.255 -0.098 0.056 0.078 0.065 0.117 0.080 0.100 0.115 0.091 0.073 0.029 0.116 0.106 0.071 0.080 0.061 -0.089 -0.262 -0.185 -0.255 -0.078 -0.278 -0.093 0.075 0.039 0.086 0.105 0.115 0.089 0.114 0.076 0.069 0.053 0.119 0.114 0.061 0.078 0.073 -0.146 -0.163 -0.176 0.582 -0.213 -0.196 -0.193 0.132 0.099 0.105 0.137 -0.145 -0.142 -0.183 0.563 -0.188 -0.233 -0.196 0.130 0.137 0.139 0.129 -0.172 -0.157 -0.169 0.574 -0.188 -0.211 -0.166 0.098 0.135 0.123 0.117

***

Molecular formula: C22H32Cl4O18
Method: DFT, ωB97M-V/def2-TZVPD

Gap between HOMO and LUMO ... 7.2 eV
HOMO energy ... -0.2945 hartree
LUMO ... -0.8 eV
Max |F| ... 16.310 eV/Å

```
76
C22H32Cl4O18, DFT ωB97M-V/def2-TZVPD
C -1.83 2.09 -0.34
C -2.79 3.17 -0.84
O -3.31 3.69 0.42
C -2.88 3.02 1.47
O -3.15 3.22 2.65
O -1.95 2.12 1.08
H -0.83 2.30 -0.73
H -2.02 1.09 -0.71
H -3.56 2.72 -1.47
H -2.25 3.98 -1.32
C 0.89 -0.29 3.70
C 2.14 -1.09 3.85
O 2.33 -1.34 5.24
C 1.28 -0.93 5.91
O 1.09 -1.06 7.13
O 0.46 -0.39 5.07
H 0.25 -0.81 2.98
H 1.12 0.73 3.39
H 2.99 -0.50 3.50
H 2.08 -1.99 3.26
C 0.04 0.30 -0.98
C -0.12 -0.98 -0.23
O 0.29 -0.62 1.06
C 0.50 0.71 1.16
O 0.64 1.30 2.22
O 0.15 1.31 0.01
H -0.89 0.54 -1.49
H 0.90 0.40 -1.65
H 0.55 -1.75 -0.61
H -1.16 -1.29 -0.24
C -2.48 1.36 3.02
C -1.28 0.51 2.71
O -1.56 -0.68 3.39
C -2.54 -0.51 4.24
O -3.03 -1.34 4.97
O -3.00 0.71 4.19
H -3.24 1.26 2.24
H -2.39 2.43 3.23
H -0.43 1.04 3.14
H -1.07 0.31 1.66
C 3.24 -1.96 0.70
C 2.49 -2.94 -0.18
O 1.21 -3.00 0.31
C 1.23 -2.44 1.53
O 0.25 -2.35 2.22
O 2.41 -1.95 1.79
H 3.26 -0.96 0.26
H 4.21 -2.35 1.02
H 3.05 -3.87 -0.22
H 2.46 -2.61 -1.22
C -2.80 0.31 -3.93
C -3.08 1.46 -2.89
O -2.52 0.83 -1.77
C -2.42 -0.52 -1.94
O -1.96 -1.28 -1.09
O -2.80 -0.85 -3.08
H -1.81 0.56 -4.31
H -3.60 0.36 -4.67
H -4.12 1.76 -2.85
H -2.44 2.27 -3.22
Cl 5.25 1.33 -1.72
C 3.99 0.97 -2.87
C 3.48 -0.50 -2.66
Cl 2.44 -0.65 -1.19
H 4.41 1.02 -3.88
H 3.20 1.72 -2.84
H 4.18 -1.33 -2.74
H 2.73 -0.70 -3.42
Cl 0.33 0.89 -2.89
C 0.45 -0.85 -3.18
C 0.43 -1.13 -4.67
Cl 2.00 -0.67 -5.20
H -0.42 -1.33 -2.73
H 1.36 -1.19 -2.71
H -0.36 -0.60 -5.21
H 0.30 -2.20 -4.84
```

The net atomic charges from Löwdin, expressed in e, are: -0.116 -0.025 0.122 -0.472 0.141 0.028 0.136 0.011 0.094 0.146 -0.114 -0.092 0.102 -0.590 0.086 0.127 0.085 0.083 0.144 0.097 -0.502 -0.135 -0.027 -0.460 0.060 0.030 0.025 -0.156 0.095 0.003 -0.125 -0.116 0.082 -0.600 0.130 0.129 0.143 0.039 0.105 0.131 -0.187 -0.210 0.067 -0.574 0.170 -0.001 0.003 0.155 0.142 0.066 -0.037 -0.097 -0.085 -0.513 0.185 0.177 0.082 0.149 0.151 0.149 0.603 -0.645 -0.477 0.913 0.073 0.062 0.106 -0.097 0.921 -0.507 -0.599 0.741 0.102 -0.002 0.068 0.099